No. 1
The following is a DFT calculation (ωB97M-V with the def2-TZVPD basis set) of 7 unconnected molecules or ions with the total composition C26H69N3O10 at a distorted geometry.

Largest force on an atom in hartree/bohr: 0.0424
Multiplicity: 1
SMILES: COCCNCCOC.COCCNCCOC.COCCNCCOC.CCO.CCO.CCO.CCO

Each line ends with the Löwdin charge.
Atoms and positions in Å:
H  1.9882  4.6494  0.0979  0.099
H  -8.1620  2.0067  2.8788  0.118
H  0.9022  -0.3673  -1.0474  0.098
C  0.9586  0.4177  -0.2843  -0.289
C  5.9619  -2.3509  -0.1252  -0.190
H  1.0930  -2.1414  5.4410  0.070
H  -8.1432  -0.5611  2.0371  0.118
H  -6.0883  5.0824  -0.2891  0.093
O  -5.8927  3.9187  1.4124  -0.186
C  -2.5763  -6.4181  -3.3075  -0.115
H  9.2507  -4.1758  -1.6880  0.084
O  2.2269  0.3451  0.3362  -0.072
H  -0.7057  5.7225  2.1252  0.107
H  -5.9579  1.0300  1.1478  0.103
O  -4.8329  -0.9562  1.7152  -0.215
C  -2.4980  4.6159  1.7936  -0.086
H  2.5156  -2.9835  4.6742  0.073
C  -3.5996  -4.4236  -2.6964  -0.254
O  -2.3807  -5.0768  -2.9410  -0.180
C  1.3050  -0.4476  -4.1555  -0.111
H  1.4337  5.0920  -1.9559  0.114
H  6.3739  -0.7028  2.8041  0.121
H  -4.9345  5.6839  0.9821  0.056
O  2.8667  -1.1076  2.7588  -0.090
H  -1.5065  -1.3529  -1.5357  0.108
C  -3.3875  -3.0134  -2.2213  -0.219
H  -2.6062  4.4891  2.8699  0.081
C  1.7203  -1.3676  3.5406  -0.344
H  -6.3472  2.1844  3.1510  0.126
C  6.6066  0.4396  1.0088  -0.215
H  0.8347  1.3290  -0.8760  0.099
H  -2.9025  3.7012  1.3574  0.075
H  -0.0169  0.9694  1.5023  0.073
H  -3.0889  5.4373  1.3809  0.046
C  -1.0117  -0.3968  -3.4796  -0.220
H  -3.0990  -6.5569  -4.2641  0.092
H  3.0199  3.9867  -3.3795  0.077
O  1.5390  3.9110  -0.3236  -0.095
H  3.8311  4.5881  -2.0057  0.076
C  -1.0150  4.8873  1.4981  -0.295
H  -6.2775  -2.3165  2.0165  0.122
H  2.6856  -0.5939  1.9587  0.039
H  -4.2390  -5.0173  -2.0209  0.120
H  -1.6333  -2.9969  -3.1367  0.103
C  8.3127  -4.0626  -2.2394  -0.127
H  -3.0206  -6.8986  -2.4315  0.092
O  5.3347  1.0446  1.1756  -0.188
H  1.1952  -0.4163  3.6949  0.107
H  1.4328  0.6323  -3.9924  0.080
H  -7.9020  4.1162  2.1629  0.115
O  0.2650  -0.9869  -3.3925  -0.215
C  -7.1975  3.4615  1.6248  -0.251
N  -2.4289  -2.3647  -3.1381  -0.043
H  7.0608  -4.2570  -0.1587  0.117
H  -6.3892  -1.4833  0.4992  0.121
C  2.0178  -2.0364  4.8806  -0.078
H  5.9993  2.9256  0.5133  0.093
H  5.2086  1.8728  -0.6810  0.086
H  -1.6639  -6.9536  -3.5900  0.087
H  -7.6788  3.3561  0.6413  0.123
H  1.1551  -0.6867  -5.2128  0.091
H  8.5620  -3.8471  -3.2768  0.083
H  5.1356  -3.0256  -0.3409  0.121
H  -0.1227  -0.8217  1.1478  0.071
H  -6.6587  5.8219  1.2125  0.087
H  4.2771  2.7030  0.6314  0.083
H  -3.0393  -1.3431  1.1510  0.084
C  -3.9363  -1.9544  1.2251  -0.082
C  -7.1785  2.1471  2.4361  -0.190
C  -5.8790  5.1823  0.7812  -0.106
C  -1.9359  -1.1211  -2.5197  -0.204
H  7.8095  -5.0317  -2.2046  0.083
N  -6.8865  1.0357  1.5460  -0.075
H  -6.7963  -0.2202  3.2392  0.119
H  7.3183  1.1140  1.5000  0.128
H  4.8587  -1.5594  1.3842  0.076
H  0.2065  3.3105  1.3064  0.038
H  0.9926  3.3489  -2.2300  0.103
H  -1.4310  -0.3717  -4.4888  0.126
H  -2.9402  -2.9712  -1.2185  0.096
H  -4.3016  -4.4383  -3.5442  0.126
H  6.7584  0.2364  -0.0555  0.113
H  7.6555  -1.2945  1.9961  0.110
C  6.6728  -0.8755  1.7619  -0.201
C  1.6633  4.0440  -1.7332  -0.297
H  2.7138  -1.4166  5.4465  0.072
H  -0.8954  0.6499  -3.1596  0.113
C  5.2017  2.1851  0.3717  -0.130
C  -7.1045  -0.2664  2.1864  -0.207
C  -6.2049  -1.3142  1.5718  -0.235
H  6.0133  -1.4851  -0.7865  0.100
O  7.5442  -2.9756  -1.7415  -0.205
H  8.0838  -2.8030  0.2079  0.116
O  -0.2656  3.7741  2.0060  -0.102
N  5.7905  -1.9511  1.2751  -0.051
H  -0.8678  5.0169  0.4273  0.102
H  -4.3626  -2.5358  -2.1052  0.118
C  -0.1269  0.1870  0.7446  -0.065
H  2.9020  0.9647  0.0625  0.059
H  -3.8577  -2.8424  1.8577  0.094
H  3.4886  2.8692  -2.0862  0.055
H  -2.8213  -0.5255  -2.2741  0.123
C  7.2331  -3.1995  -0.3552  -0.197
H  -1.1317  0.4212  0.3810  0.071
C  3.0720  3.8571  -2.2946  -0.087
H  2.2172  -0.8961  -3.7586  0.091
H  -4.3363  -2.2618  0.2551  0.057
H  0.9988  -1.9456  2.9507  0.097



No. 2
The following is a DFT calculation (ωB97M-V with the def2-TZVPD basis set) of 8 unconnected molecules or ions with the total composition C26H70BNO7 at a distorted geometry.

Largest force on an atom in hartree/bohr: 0.0267
Multiplicity: 1
SMILES: BCCCCCN.CC(C)O.CC(C)O.CC(C)O.CC(C)O.CC(C)O.CC(C)O.CC(C)O

Each line ends with the Löwdin charge.
Atoms and positions in Å:
H  1.5793  1.0456  -5.7887  0.084
H  5.2045  -3.2855  6.7550  0.064
C  -2.6525  -0.6051  1.5985  -0.486
H  -0.2374  2.5665  -11.0025  0.079
O  0.9425  2.8236  -8.6298  -0.068
C  0.2148  6.4417  4.6710  -0.063
C  2.3240  -9.1765  4.9080  -0.063
H  -0.5667  4.2894  -11.2584  0.080
C  3.6011  -4.1268  5.7712  -0.287
H  -1.9550  1.4388  1.4609  0.062
H  3.9190  -1.5410  2.6402  0.107
H  -1.0613  6.2435  0.1162  0.083
C  4.3852  -4.4887  4.4855  -0.206
H  -0.1190  -0.6157  -4.9672  0.133
C  -1.8601  0.4983  0.9165  -0.056
C  0.5614  5.1920  -8.8919  -0.063
H  0.5622  -7.3446  4.4880  0.084
C  0.5306  1.3154  -5.6527  -0.058
H  3.1539  -7.3245  5.6136  0.123
C  -2.0778  6.0691  0.4770  -0.065
H  0.7292  6.4931  5.6323  0.079
O  -2.1575  -0.8055  2.9249  -0.066
H  2.0543  -2.6425  2.0487  0.102
C  3.6338  -2.2027  3.4704  -0.242
H  -4.6916  -1.0666  2.1421  0.079
H  -0.2793  5.3157  2.4076  0.055
H  5.6672  -2.8153  3.9024  0.100
H  1.5848  5.3598  -9.2391  0.082
H  -4.3073  0.6468  2.2174  0.082
O  1.4332  -6.9554  4.6003  -0.059
H  0.4627  -8.2410  6.7475  0.081
H  -1.9676  1.1056  -6.2347  0.087
H  4.0403  -2.1797  6.2955  0.046
H  0.7959  -0.9031  -7.2903  0.081
H  -0.5215  0.1050  -7.9151  0.076
C  -2.6841  -0.9933  -3.0637  -0.063
H  -1.9203  -0.4658  -2.4884  0.078
H  4.9351  -3.6751  2.5631  0.105
H  2.0253  -8.4333  7.5650  0.080
C  2.2054  -2.7514  3.1370  -0.209
C  -4.1343  -0.2700  1.6442  -0.058
H  3.5632  -5.0473  6.3749  0.094
H  -5.3338  -1.4968  -3.7150  0.082
H  0.5641  5.3276  -7.8094  0.079
H  2.2626  4.5776  4.8160  0.079
H  1.3615  -6.8187  7.2545  0.077
H  2.0526  -3.7932  3.4333  0.074
H  0.1035  -2.1080  4.2713  0.016
O  0.4524  5.9372  2.3249  -0.073
H  -2.5066  -1.5463  1.0638  0.131
H  -3.2500  5.1903  -1.8816  0.080
H  -0.6412  5.7683  4.7707  0.082
H  1.3453  -9.6361  4.7432  0.081
C  2.1704  -7.7836  5.4994  -0.506
H  -2.0557  6.1844  1.5606  0.071
C  -4.9114  -2.1479  -2.9444  -0.060
H  2.9053  -9.8247  5.5663  0.080
O  -1.6773  3.7078  0.7009  -0.066
H  5.3399  -4.9255  4.8232  0.103
C  -3.8309  -1.4194  -2.1606  -0.485
H  -3.0306  -0.3076  -3.8347  0.063
H  -0.9092  3.6258  -8.8590  0.136
C  1.7045  4.5805  3.8779  -0.062
C  0.0927  3.5775  -10.7591  -0.063
H  1.9713  6.6704  3.4547  0.137
H  -0.0843  5.9508  -9.3370  0.080
H  -0.1809  7.4305  4.4338  0.079
C  1.1487  5.9626  3.5702  -0.492
H  -4.5149  -3.0431  -3.4263  0.080
H  0.8965  3.8472  3.9520  0.082
O  -4.3898  -0.2709  -1.5204  -0.075
H  2.3667  4.2475  3.0774  0.078
C  -0.2309  -0.5791  -7.1130  -0.057
B  1.1338  -1.7615  3.8012  0.020
H  -4.5377  -0.1341  0.6405  0.052
H  -2.2041  0.6552  -0.1073  0.065
H  2.8220  -9.1275  3.9385  0.079
N  4.2247  -3.1145  6.6108  0.007
H  -2.2224  -1.8553  -3.5495  0.085
H  3.8712  -5.2747  3.9194  0.096
C  -2.5765  4.4770  -1.4032  -0.057
H  -5.7315  -2.4400  -2.2862  0.079
H  -2.7319  6.8368  0.0596  0.084
H  -3.5419  4.4978  0.5153  0.140
H  1.8336  2.9527  -8.9652  0.089
H  -2.9049  3.4660  -1.6510  0.074
H  1.1008  3.6930  -11.1669  0.082
C  -2.5461  4.6734  0.1045  -0.483
H  -0.7964  0.2476  0.8952  0.080
H  3.6093  -1.5595  4.3592  0.078
C  1.4695  -7.8257  6.8484  -0.061
H  -0.7927  3.8484  0.3483  0.092
H  1.3730  -0.5973  3.7830  0.028
C  0.0956  3.7899  -9.2532  -0.498
H  0.4165  1.7931  -4.6774  0.079
H  -2.2784  0.0146  3.4097  0.084
H  -3.4543  -2.0688  -1.3672  0.134
C  4.7325  -3.2847  3.5701  -0.207
H  2.5569  -3.8799  5.5593  0.104
H  -4.7269  0.3133  -2.2053  0.091
C  -0.3699  0.0951  -5.7570  -0.488
H  -1.5770  4.6033  -1.8291  0.083
H  0.2649  2.0574  -6.4076  0.057
O  -1.7298  0.4786  -5.5461  -0.073
H  -0.8876  -1.4486  -7.1773  0.078



Q: Which calculated total energy values were calculated for the entries above? A: -53019.702 -44594.741, in eV.
Q: Which energy above the lowest of the compared OMol25 structures with the same formula, charge and spin values were calculated for the entries above? A: 1.7265 0.5800, in eV.